Formula: C76H209N19O19
Source: the Open Molecules 2025 dataset
Level of theory: the ωB97M-V functional and the def2-TZVPD basis

```
323
Properties=species:S:1:pos:R:3:mulliken_charge:R:1
C -5.69601 -0.50381 -4.32891 -1.169
C -6.99545 -1.33321 -4.17269 1.066
C -8.15611 -0.89576 -5.11611 -0.892
O -9.34493 -1.70624 -4.99583 -0.387
C -10.07502 -1.54651 -3.77859 -0.499
N -6.81354 -2.74723 -4.43461 -0.276
H -5.16734 -0.64178 -5.27208 0.443
H -5.02205 -0.68206 -3.49099 -0.409
H -5.79589 0.58061 -4.28250 0.533
H -7.29836 -1.28543 -3.12672 -0.335
H -7.77020 -0.86834 -6.13514 0.370
H -8.39442 0.15236 -4.93510 0.423
H -10.46468 -0.53563 -3.65868 0.314
H -9.48251 -1.80489 -2.90093 0.108
H -10.96707 -2.17167 -3.81780 0.257
H -6.77563 -2.97952 -5.41681 0.250
H -7.70722 -3.15144 -4.19368 0.353
C -6.69467 -3.51797 -0.34373 -1.431
C -5.28198 -3.35795 -0.98570 2.524
C -4.04067 -3.64362 -0.21154 -0.618
O -3.89714 -2.65100 0.76901 -0.219
C -3.00741 -2.89372 1.82679 -0.289
N -5.32419 -4.27231 -2.08069 -0.792
H -6.56609 -4.52037 0.06464 0.391
H -7.58197 -3.43180 -0.97092 0.304
H -6.83053 -2.69834 0.36186 0.183
H -5.09887 -2.38146 -1.43409 -1.134
H -3.15393 -3.72114 -0.84064 -0.556
H -4.13680 -4.63395 0.23355 0.804
H -3.31624 -3.70317 2.48825 0.475
H -2.87238 -2.07606 2.53481 0.076
H -2.04930 -3.11937 1.35859 -0.242
H -5.89044 -3.94652 -2.85097 0.492
H -4.40459 -4.28344 -2.49819 -0.109
C -5.66501 1.92610 -1.61724 -2.189
C -5.07752 2.37893 -0.32857 1.297
C -5.53144 1.41991 0.77199 -0.038
O -6.89669 1.54488 1.16400 -0.480
C -7.64514 0.40342 0.76468 -0.549
N -3.67343 2.42091 -0.63107 1.031
H -5.51513 2.66052 -2.40860 0.506
H -6.75418 1.92730 -1.57465 0.605
H -5.32952 0.93407 -1.91962 -0.053
H -5.32642 3.41027 -0.07858 0.999
H -5.05164 1.71089 1.70645 -0.288
H -5.22272 0.39313 0.57571 -0.112
H -8.72265 0.54604 0.84669 0.447
H -7.52372 -0.47049 1.40472 0.266
H -7.35156 -0.03781 -0.18780 -0.007
H -3.56007 3.12396 -1.34729 -0.894
H -3.27344 2.80119 0.21479 -0.305
C -1.26927 0.39611 -2.72425 -0.646
C -1.64064 -0.46221 -1.52391 0.960
C -0.85919 -0.22289 -0.21489 0.099
O 0.48525 -0.54148 -0.53532 0.471
C 1.35658 -0.12082 0.49212 -0.130
N -3.06358 -0.49039 -1.36937 1.468
H -1.52115 1.45042 -2.60989 -0.587
H -1.77476 0.08110 -3.63713 0.162
H -0.24321 0.22034 -3.04740 0.196
H -1.34139 -1.47437 -1.79607 -0.457
H -1.24798 -0.87268 0.56915 -0.148
H -1.04761 0.80320 0.10093 -0.334
H 2.33932 -0.45404 0.15852 0.044
H 1.12242 -0.50011 1.48681 -0.327
H 1.48230 0.95480 0.61601 0.198
H -3.30301 0.42574 -1.01795 -0.846
H -3.33259 -1.18230 -0.68454 -0.202
C 2.48227 -3.87481 -1.11202 -1.459
C 1.48923 -3.77159 -2.30460 0.467
C 0.04909 -4.22294 -1.92792 0.804
O 0.08998 -5.57781 -1.62091 -0.450
C -1.06715 -6.10058 -0.96441 -0.579
N 1.42435 -2.41696 -2.72154 -0.044
H 2.64836 -4.90571 -0.79936 0.514
H 2.01547 -3.34380 -0.28243 -0.018
H 3.42896 -3.36294 -1.28481 0.389
H 1.81990 -4.42525 -3.11175 0.542
H -0.66865 -4.03051 -2.72537 -0.346
H -0.35795 -3.59723 -1.13362 0.036
H -1.11913 -5.60406 0.00454 0.081
H -0.94956 -7.18065 -0.87661 0.380
H -1.94372 -5.84370 -1.55917 0.148
H 1.09446 -1.84136 -1.96000 -0.363
H 0.63164 -2.38956 -3.34680 0.002
C 9.64344 3.69710 1.26503 -1.794
C 8.28355 3.34357 0.71890 1.077
C 7.16980 3.33035 1.80168 -0.439
O 5.93180 2.95585 1.15227 -0.107
C 4.85204 2.82954 2.08147 -0.354
N 7.96722 4.27905 -0.33377 -0.643
H 9.71518 4.70203 1.68103 0.387
H 10.37226 3.62020 0.45819 0.424
H 9.95861 3.02091 2.05973 0.345
H 8.35068 2.40448 0.16962 -0.127
H 7.13153 4.31021 2.27760 0.615
H 7.41285 2.58701 2.56093 -0.153
H 4.93429 2.04765 2.83643 -0.014
H 3.88690 2.73196 1.58439 0.012
H 4.82008 3.71024 2.72291 0.469
H 7.84380 5.23588 -0.03489 0.276
H 7.07105 4.06930 -0.74968 -0.141
C 3.29944 -3.16310 7.39993 -1.239
C 1.95777 -2.46749 7.06599 0.629
C 1.58651 -1.37754 8.06034 -0.645
O 0.32373 -0.71894 7.76019 -0.161
C -0.87523 -1.52202 7.88317 -0.713
N 2.17285 -1.90021 5.73350 1.081
H 3.66269 -3.83319 6.62074 0.186
H 3.28907 -3.77569 8.30145 0.454
H 4.01411 -2.34878 7.51921 0.126
H 1.14803 -3.18345 6.92519 0.478
H 2.33455 -0.60464 7.88384 -0.194
H 1.61877 -1.89740 9.01784 0.441
H -0.89450 -2.15903 8.76744 0.381
H -0.91009 -2.26760 7.08882 0.172
H -1.79712 -0.95066 7.77468 0.234
H 2.27957 -2.70072 5.12695 -0.527
H 1.34714 -1.45656 5.35736 -0.709
C 1.64628 3.03570 -4.07256 -0.816
C 0.98585 4.25609 -3.37864 2.742
C 1.94449 4.97296 -2.39534 -2.019
O 2.10462 4.36727 -1.13570 -0.358
C 0.84108 4.27954 -0.38462 -0.245
N 0.63218 5.21304 -4.41288 -0.535
H 0.95200 2.52010 -4.73606 -0.078
H 2.02391 2.29276 -3.37005 -0.136
H 2.48340 3.25413 -4.73560 0.434
H 0.10064 3.94268 -2.82521 -0.874
H 1.59733 5.99192 -2.22418 0.252
H 2.91471 5.12441 -2.86847 0.615
H 0.30665 5.22936 -0.40334 0.438
H 1.03232 4.08726 0.67111 -0.070
H 0.12579 3.53341 -0.73068 0.011
H 1.41485 5.67903 -4.84920 0.425
H 0.30210 4.71696 -5.22838 -0.338
C 7.79468 -0.42431 0.91633 -1.337
C 8.05904 -0.99425 2.28681 0.719
C 6.72751 -1.50841 2.86237 -0.980
O 5.72149 -0.59882 2.63592 0.786
C 4.35434 -1.02839 2.61337 -1.818
N 9.11614 -1.92455 2.36080 -0.740
H 8.73646 -0.07943 0.48949 0.640
H 7.13033 0.43983 0.91799 -0.007
H 7.47931 -1.17129 0.18786 0.221
H 8.35960 -0.14866 2.90548 0.105
H 6.93588 -1.81338 3.88787 0.121
H 6.49853 -2.38953 2.26296 0.394
H 4.12831 -1.51658 1.66539 0.776
H 3.64575 -0.20213 2.67089 0.157
H 4.10642 -1.69307 3.44093 0.304
H 8.95479 -2.76381 1.82255 0.277
H 9.92353 -1.51096 1.91678 0.290
C -2.49462 3.22315 -4.86837 0.586
C -3.06620 4.67868 -5.02239 0.043
C -2.85761 5.52755 -3.74148 -0.741
O -3.58662 4.98242 -2.60178 -0.243
C -3.20392 5.56556 -1.32257 -0.533
N -2.43663 5.29027 -6.17498 -0.845
H -1.40535 3.18596 -4.88271 -0.473
H -2.76395 2.62044 -5.73572 0.171
H -2.74361 2.69397 -3.94855 -0.270
H -4.12536 4.61204 -5.27105 0.419
H -3.14008 6.57180 -3.87505 0.441
H -1.79658 5.52621 -3.49188 0.121
H -3.28957 6.65216 -1.31369 0.444
H -2.21676 5.20428 -1.03431 0.066
H -3.86542 5.26604 -0.50967 0.152
H -2.50586 4.62540 -6.93211 0.551
H -1.44121 5.34070 -6.01161 0.322
C 3.91020 -5.14282 2.52197 -1.142
C 2.98989 -5.41880 3.67804 0.975
C 1.55283 -4.92381 3.38639 -0.964
O 1.58624 -3.48632 3.44634 0.710
C 0.32644 -2.97217 3.22310 -0.666
N 2.88110 -6.85606 3.77817 -0.713
H 3.34921 -5.43238 1.63341 0.159
H 4.77833 -5.75940 2.75499 0.541
H 4.08082 -4.06821 2.45709 0.076
H 3.42210 -5.02703 4.59881 -0.195
H 0.80112 -5.41529 4.00403 0.464
H 1.35479 -5.31204 2.38731 0.073
H -0.09957 -3.21746 2.25024 0.270
H 0.31636 -1.88335 3.27283 -0.609
H -0.36805 -3.25786 4.01315 0.491
H 2.00698 -7.13195 4.20232 0.242
H 2.98036 -7.33846 2.89639 0.264
C 6.44019 3.10706 -2.87000 -1.943
C 4.98185 3.20612 -2.32453 0.929
C 4.48688 1.78872 -1.84144 0.454
O 4.29878 0.87362 -2.91046 -0.518
C 3.74602 -0.39242 -2.52451 -0.704
N 4.90264 4.16328 -1.21972 -0.422
H 6.97567 2.49285 -2.14604 0.272
H 6.94292 4.07024 -2.95741 0.454
H 6.30940 2.61842 -3.83551 0.438
H 4.34449 3.51606 -3.15267 -0.065
H 3.49675 1.98591 -1.43052 -0.085
H 5.08955 1.31419 -1.06702 0.328
H 4.64701 -0.91626 -2.20527 0.457
H 3.40532 -0.97262 -3.38206 0.397
H 2.89496 -0.35798 -1.84436 -0.058
H 3.93589 4.34194 -0.98828 0.727
H 5.20852 3.61020 -0.43192 -0.130
C 1.80521 3.49856 -8.44830 -1.359
C 0.28407 3.93592 -8.50561 0.163
C -0.73906 2.80169 -8.25151 0.200
O -2.08367 3.31824 -8.20456 -0.383
C -3.04463 2.48297 -8.68511 -0.855
N 0.08474 5.12286 -7.70778 -0.489
H 2.08810 2.84353 -9.27232 0.399
H 1.90415 2.91577 -7.53251 0.144
H 2.62323 4.21279 -8.54218 0.411
H 0.16028 4.19436 -9.55727 0.297
H -0.51470 2.38526 -7.26950 -0.517
H -0.63721 1.93326 -8.90231 0.575
H -2.86558 2.20691 -9.72426 0.341
H -3.99060 3.02266 -8.64072 0.302
H -3.04510 1.56268 -8.10101 0.227
H -0.80514 5.60012 -7.72857 0.260
H 0.64861 5.88030 -8.06616 0.239
C -0.65661 4.30241 3.00959 -1.865
C -1.45555 3.13031 2.51455 2.530
C -1.45163 1.86430 3.41032 -1.625
O -0.06702 1.45334 3.61446 1.151
C 0.05377 0.72883 4.76924 -1.154
N -2.81281 3.50123 2.09537 -0.242
H -0.91314 5.22944 2.49684 0.591
H 0.40082 4.19577 2.76759 0.173
H -0.79322 4.56423 4.05882 0.353
H -0.82888 2.81962 1.67858 -1.554
H -1.84748 1.01601 2.85193 0.318
H -1.98190 1.91477 4.36130 0.494
H -0.28582 1.21195 5.68541 0.336
H 1.08724 0.46781 4.99707 -0.352
H -0.50495 -0.18199 4.55402 0.562
H -3.51879 3.18768 2.74604 0.020
H -3.02690 4.48258 1.98950 0.250
C 6.35974 1.55696 5.44540 -0.485
C 5.48433 0.59022 6.21748 1.235
C 5.45537 0.89087 7.70330 -0.300
O 6.74202 0.73315 8.37679 -0.445
C 7.35948 -0.52439 8.22478 -0.583
N 4.16732 0.48101 5.55685 0.128
H 7.35863 1.59041 5.88037 0.670
H 5.91431 2.55093 5.40385 -0.341
H 6.56772 1.31455 4.40325 -0.449
H 5.99689 -0.37082 6.17529 0.199
H 4.63547 0.34096 8.16532 0.255
H 5.26413 1.95205 7.86270 -0.088
H 8.08792 -0.63504 9.02804 0.322
H 7.75250 -0.60923 7.21165 0.207
H 6.60548 -1.30997 8.27416 0.212
H 3.71901 -0.41187 5.70482 -0.509
H 4.45807 0.41169 4.59210 -0.326
C -4.53274 -0.05049 5.05200 -0.973
C -6.00036 -0.05009 5.56487 0.119
C -6.89234 0.96769 4.81571 0.089
O -6.37793 2.31325 4.94628 -0.316
C -6.91107 3.32322 4.09827 -0.580
N -6.43106 -1.41217 5.51825 -0.708
H -4.09315 0.92011 5.28180 0.286
H -4.51531 -0.28833 3.98841 -0.041
H -3.97382 -0.80706 5.60273 0.435
H -5.91635 0.11885 6.63842 0.475
H -7.93619 1.01499 5.12596 0.410
H -6.92348 0.77105 3.74404 -0.361
H -6.47609 4.30750 4.27167 0.278
H -7.99920 3.34917 4.15666 0.370
H -6.80661 3.08100 3.04067 0.081
H -7.32491 -1.53984 5.97083 0.283
H -6.66387 -1.61671 4.55697 0.226
C -2.79952 -8.17681 -7.48532 -1.428
C -2.25077 -8.83062 -6.21425 0.404
C -1.62619 -7.84217 -5.11012 -0.221
O -0.39229 -7.24007 -5.56717 -0.403
C 0.23232 -6.43037 -4.63520 -0.134
N -3.31609 -9.67984 -5.64321 -0.688
H -2.97553 -8.96826 -8.21383 0.421
H -2.02050 -7.52044 -7.87314 0.363
H -3.66591 -7.52593 -7.36771 0.304
H -1.40130 -9.43875 -6.52519 0.187
H -1.44375 -8.45169 -4.22508 0.323
H -2.39127 -7.06986 -5.03074 -0.035
H 0.41250 -7.03111 -3.74372 0.405
H -0.41514 -5.57261 -4.45313 -0.124
H 1.22210 -6.07844 -4.92605 0.256
H -3.89915 -9.14906 -5.01202 0.247
H -3.98083 -9.99996 -6.33294 0.268
C 1.32415 3.48346 7.03709 -1.211
C 2.44701 4.05361 6.11558 0.455
C 3.83412 4.43264 6.68578 -0.323
O 3.80980 5.74020 7.26494 -0.435
C 4.87680 5.84636 8.16669 -0.748
N 2.71865 3.10783 5.00953 0.312
H 0.37500 3.33441 6.52231 0.181
H 1.13043 4.19874 7.83643 0.550
H 1.62288 2.51121 7.42899 0.124
H 1.97904 4.90368 5.61910 0.331
H 4.59505 4.33918 5.91096 0.395
H 4.03078 3.61862 7.38349 -0.085
H 4.70913 5.32222 9.10757 0.296
H 4.86218 6.84556 8.60200 0.332
H 5.85583 5.63945 7.73449 0.292
H 3.18702 2.26551 5.31157 -0.272
H 1.83742 2.75883 4.66063 -0.155
C -3.84123 -4.22663 -5.60316 -1.678
C -2.66946 -3.44739 -4.99690 1.739
C -2.17181 -2.27564 -5.84545 -0.932
O -1.08187 -1.56602 -5.25877 0.199
C -0.32633 -0.69386 -6.02915 -1.097
N -3.08562 -3.07100 -3.68056 1.742
H -4.51851 -3.44941 -5.95717 0.302
H -4.30917 -4.76155 -4.77673 0.356
H -3.51767 -4.91633 -6.38273 0.348
H -1.80923 -4.11303 -4.92600 -1.208
H -2.99590 -1.58298 -6.01631 0.150
H -1.85303 -2.61641 -6.83052 0.579
H 0.02028 -1.19471 -6.93309 0.405
H 0.52011 -0.26351 -5.49394 0.182
H -0.91949 0.15535 -6.36842 0.418
H -3.92982 -2.52847 -3.79495 -0.431
H -2.45277 -2.33619 -3.39834 -1.145
```

Results
relative energy (zero: lowest compared OMol25 entry of this formula, charge and spin): 3.994 eV
frontier orbital gap: 8.80 eV
spin multiplicity: 1
charge: 0
DFT total energy: -5490.42257 a.u.

---

Formula: C3H21O8V
Source: the Open Molecules 2025 dataset
Level of theory: the ωB97M-V functional and the def2-TZVPD basis

```
33
Properties=species:S:1:pos:R:3:mulliken_spin:R:1
V -2.35120 -1.52317 -0.10768 3.006
O -0.99256 -0.26222 -0.96095 -0.023
H -0.12977 0.07479 -0.71913 0.002
O -1.36256 2.33753 1.55311 0.000
H -0.59423 2.82804 1.86574 0.000
H -1.39424 2.46305 0.56976 0.000
O -2.96840 0.17549 0.97820 0.000
H -2.53754 1.06542 1.01909 0.001
H -3.42819 0.07200 1.82520 0.002
O -1.88357 2.35648 -1.13974 0.001
H -1.29582 2.84605 -1.72750 -0.001
H -1.61629 1.40225 -1.19361 0.003
O -1.08364 -0.48207 -3.76328 0.000
H -0.96558 -0.40569 -2.79723 0.001
H -0.69589 -1.32474 -4.02209 0.000
C -0.25845 -1.14453 2.23956 -0.002
O -1.06556 -2.17762 1.54532 -0.002
H -0.30330 -0.22182 1.66985 0.003
H -0.66108 -0.97465 3.23461 0.001
H 0.77741 -1.46845 2.28757 0.001
H -0.65117 -3.03390 1.70203 0.000
C 2.27724 -2.11250 -1.27954 0.000
O 1.22483 -2.22153 -0.31054 0.003
H 2.93001 -2.97254 -1.18692 0.000
H 1.88301 -2.11357 -2.30387 0.000
H 2.84055 -1.18825 -1.14591 0.000
H 0.56792 -1.54012 -0.47267 0.002
C 2.41040 1.32268 0.63197 0.000
O 2.07348 2.65227 0.32559 0.000
H 1.54022 0.70117 0.91886 0.000
H 2.94767 0.84815 -0.18923 0.000
H 3.03216 1.33138 1.52590 0.000
H 1.73415 2.69063 -0.57248 0.000
```

Results
relative energy (zero: lowest compared OMol25 entry of this formula, charge and spin): 0.000 eV
frontier orbital gap (alpha / beta): 8.49 / 8.50 eV
spin multiplicity: 4
charge: +1
DFT total energy: -1672.53084 a.u.

---

Question: Number 1 is which compound?
Answer: C76H209N19O19

---

Question: The highest DFT total energy belongs to which entry?
Answer: C3H21O8V

---

Question: spin multiplicity of number 2 (C3H21O8V)?
Answer: 4